No. 1
C51H83BN11OP2Si2Sr | ωB97M-V/def2-TZVPD

Positions of all 152 atoms, in Å:
Sr1 0.4156 -0.0644 0.6790
C1 4.4483 2.3822 3.7318
C2 3.1641 1.8195 3.6400
N1 3.0942 0.9328 2.6548
N2 4.3339 0.8932 2.1111
C3 5.1609 1.7614 2.7325
B1 4.5893 0.0705 0.8381
N3 4.1518 0.9569 -0.3696
C4 4.9172 1.8893 -0.9802
C5 4.1637 2.4826 -1.9689
C6 2.9175 1.8448 -1.8740
N4 2.9196 0.9323 -0.9094
N5 3.8358 -1.2758 0.8469
C7 4.4086 -2.4987 0.9441
C8 3.4194 -3.4525 0.8500
C9 2.2383 -2.7095 0.7015
N6 2.5050 -1.4093 0.7126
N7 6.0846 -0.2522 0.6508
C10 6.6363 -0.6698 -0.5158
C11 7.9630 -0.9332 -0.2871
C12 8.1350 -0.6484 1.0831
N8 7.0049 -0.2454 1.6392
H1 4.8011 3.1299 4.4229
H2 2.3045 2.0206 4.2545
H3 6.1959 1.8516 2.4530
H4 5.9402 2.0610 -0.6868
H5 4.4693 3.2578 -2.6526
H6 2.0263 2.0003 -2.4657
H7 5.4709 -2.6179 1.0791
H8 3.5372 -4.5223 0.8810
H9 1.2150 -3.0632 0.5946
H10 6.0452 -0.7542 -1.4143
H11 8.6990 -1.2784 -0.9939
H12 9.0332 -0.7147 1.6785
C13 -1.2001 2.1769 -4.6062
P1 -1.3521 1.0866 -3.1198
C14 -1.8519 -0.4788 -4.0129
N9 -2.8552 -0.4236 -4.8510
C15 -3.2696 -1.5754 -5.4335
C16 -4.4045 -1.5677 -6.2778
C17 -4.8201 -2.7250 -6.8700
C18 -4.1264 -3.9377 -6.6452
C19 -3.0407 -3.9719 -5.8196
C20 -2.5946 -2.7872 -5.1887
N10 -1.5221 -2.8289 -4.3619
C21 -1.1499 -1.7198 -3.7730
P2 0.3034 -1.7724 -2.6153
C22 0.2799 -3.5502 -2.1895
C23 1.7224 -1.7314 -3.8662
C24 3.0136 -1.7561 -3.0391
C25 1.6356 -0.4109 -4.6369
C26 1.7149 -2.8955 -4.8543
C27 -3.0048 1.6776 -2.4173
C28 -2.6699 2.8747 -1.5220
C29 -3.5567 0.5222 -1.5703
C30 -4.0536 2.1035 -3.4461
H13 -2.0182 1.9939 -5.3020
H14 -0.2510 1.9809 -5.1068
H15 -1.2083 3.2166 -4.2752
H16 -4.9319 -0.6332 -6.4234
H17 -5.6882 -2.7119 -7.5169
H18 -4.4679 -4.8457 -7.1254
H19 -2.5065 -4.8923 -5.6210
H20 0.0118 -4.1695 -3.0423
H21 -0.4562 -3.6822 -1.3980
H22 1.2559 -3.8370 -1.7962
H23 3.0393 -0.9250 -2.3324
H24 3.8824 -1.6781 -3.7019
H25 3.1025 -2.6848 -2.4699
H26 1.6101 0.4368 -3.9484
H27 0.7391 -0.3770 -5.2629
H28 2.5072 -0.2969 -5.2886
H29 1.9539 -3.8383 -4.3603
H30 2.4710 -2.7180 -5.6271
H31 0.7482 -3.0043 -5.3475
H32 -1.9252 2.6204 -0.7666
H33 -3.5734 3.2183 -1.0113
H34 -2.2901 3.7132 -2.1164
H35 -2.8154 0.1686 -0.8466
H36 -3.8483 -0.3178 -2.2049
H37 -4.4403 0.8497 -1.0187
H38 -3.7512 3.0061 -3.9821
H39 -4.9907 2.3229 -2.9237
H40 -4.2402 1.3132 -4.1694
C31 -4.6317 1.0484 4.2144
C32 -3.8591 0.8951 2.8926
C33 -4.1938 -0.4838 2.3066
C34 -4.4223 1.9225 1.9091
Si1 -1.8868 1.0661 3.0779
C35 -1.5492 2.9948 3.4688
C36 -1.7348 3.8299 2.1949
C37 -0.0787 3.1525 3.8587
C38 -2.4185 3.6343 4.5648
C39 -1.3056 -0.0122 4.6401
C40 -2.0165 -1.3700 4.6881
C41 0.1890 -0.3212 4.4556
C42 -1.4900 0.6460 6.0174
H41 -5.7003 0.8328 4.0562
H42 -4.5541 2.0617 4.6101
H43 -4.2697 0.3598 4.9788
H44 -5.2854 -0.5940 2.2144
H45 -3.8331 -1.3038 2.9234
H46 -3.7595 -0.5988 1.3112
H47 -5.4591 1.6556 1.6525
H48 -3.8414 1.9411 0.9848
H49 -4.4427 2.9275 2.3342
H50 -1.1184 3.4397 1.3866
H51 -1.4340 4.8728 2.3868
H52 -2.7689 3.8402 1.8546
H53 0.5623 2.7219 3.0832
H54 0.1526 2.6729 4.8124
H55 0.1794 4.2187 3.9566
H56 -3.4378 3.7969 4.2071
H57 -2.0108 4.6183 4.8460
H58 -2.4678 3.0254 5.4676
H59 -1.9131 -1.8990 3.7363
H60 -3.0783 -1.2821 4.9218
H61 -1.5608 -1.9973 5.4686
H62 0.3270 -1.1084 3.7048
H63 0.6261 -0.6798 5.3978
H64 0.7561 0.5507 4.1322
H65 -2.5294 0.9235 6.2061
H66 -0.8734 1.5401 6.1277
H67 -1.1843 -0.0548 6.8096
O1 0.5483 2.8407 0.0965
N11 1.3789 3.7767 -0.1748
C43 1.1234 4.6551 -1.1707
C44 1.9901 5.6891 -1.4469
C45 3.1590 5.8333 -0.7124
C46 3.4075 4.9191 0.2981
C47 2.5112 3.9064 0.5549
H68 0.1982 4.4800 -1.6984
H69 1.7368 6.3879 -2.2324
H70 3.8476 6.6409 -0.9190
H71 4.3070 4.9736 0.8959
H72 2.6470 3.1585 1.3263
C48 -0.1930 -4.4048 2.9644
Si2 -1.3628 -4.4140 1.4714
C49 -0.6300 -5.6536 0.2331
C50 -2.9396 -5.2662 2.1186
C51 -1.5867 -2.7528 0.7962
H73 -0.0266 -5.4168 3.3521
H74 -0.6059 -3.8022 3.7791
H75 0.7817 -3.9818 2.7041
H76 -0.6189 -6.6653 0.6515
H77 0.3999 -5.3944 -0.0327
H78 -1.2154 -5.6824 -0.6915
H79 -2.7326 -6.2421 2.5759
H80 -3.6609 -5.4180 1.3090
H81 -3.4248 -4.6388 2.8735
H82 -2.0829 -2.0581 1.4767
H83 -2.0003 -2.6686 -0.2171

Values from the calculation:
Maximum force ... 1.078 eV Å⁻¹
Net charge ... -1
Orbital gap ... 4.4460 eV
HOMO energy ... -3.2 eV

Löwdin atomic charge list, values in e, 8 entries: 1.093, -0.069, -0.177, 0.078, -0.003, -0.099, -0.661, 0.007

No. 2
C51H87N2O30 | ωB97M-V/def2-TZVPD

Positions of all 170 atoms, in Å:
C1 -2.0796 2.0232 0.9852
C2 -1.5903 0.8914 1.8272
O1 -2.2174 -0.0916 2.0810
O2 -0.2919 0.9944 2.2746
C3 0.1421 2.2376 2.8109
C4 1.5393 2.0091 3.3679
N1 2.6508 2.7954 2.7262
C5 2.4146 4.2537 2.4988
C6 2.1351 4.9553 3.8153
C7 2.2850 6.4922 3.7412
C8 2.3849 7.1215 2.3593
N2 3.7452 7.1003 1.8080
O3 3.2377 2.1254 1.6351
C9 2.6051 2.1527 0.3122
C10 3.3829 3.0521 -0.6607
C11 4.1467 2.2626 -1.7328
C12 2.5398 4.1695 -1.2917
C13 1.6251 3.7673 -2.4699
C14 0.4950 4.7889 -2.6337
C15 1.0163 2.3753 -2.3349
H1 -3.0675 1.7657 0.6189
H2 -2.1466 2.9527 1.5489
H3 -1.4023 2.1821 0.1479
H4 0.1309 3.0121 2.0454
H5 -0.5253 2.5431 3.6165
H6 1.8130 0.9669 3.2486
H7 1.5988 2.2345 4.4294
H8 3.4213 2.7589 3.4006
H9 1.5937 4.3536 1.8007
H10 3.3169 4.6175 2.0165
H11 1.1148 4.7153 4.1207
H12 2.7859 4.5514 4.5956
H13 3.1710 6.7956 4.3014
H14 1.4312 6.9309 4.2519
H15 2.0693 8.1579 2.4472
H16 1.6722 6.6700 1.6637
H17 3.7803 6.7814 0.8490
H18 4.3841 6.5311 2.3473
H19 2.6720 1.1066 0.0230
H20 1.5453 2.3891 0.3817
H21 4.1441 3.5260 -0.0360
H22 3.6959 2.3561 -2.7147
H23 4.2246 1.2034 -1.4891
H24 5.1697 2.6232 -1.8226
H25 3.2373 4.9262 -1.6612
H26 1.9363 4.6748 -0.5327
H27 2.2171 3.8161 -3.3838
H28 -0.3194 4.3678 -3.2235
H29 0.0746 5.0747 -1.6659
H30 0.8298 5.7008 -3.1209
H31 1.7154 1.6151 -1.9918
H32 0.6414 2.0392 -3.3003
H33 0.1561 2.4021 -1.6614
C16 -2.9569 -3.1775 0.3018
C17 -1.8902 -3.9616 -0.4296
C18 -0.4704 -3.5029 -0.1955
O4 0.1985 -3.9603 -1.3767
C19 -0.7241 -3.9982 -2.3759
O5 -0.4618 -4.1544 -3.5239
O6 -1.9648 -3.8307 -1.8726
H34 -3.5715 -3.8362 0.9111
H35 -2.5143 -2.4384 0.9717
H36 -3.6213 -2.6603 -0.3884
H37 -1.9749 -5.0298 -0.2152
H38 -0.0257 -3.9424 0.6877
H39 -0.4058 -2.4109 -0.1609
C20 7.4423 -0.4991 -4.1953
C21 6.2053 -0.1189 -4.9851
C22 6.4295 0.5211 -6.3419
O7 5.2489 1.3226 -6.5014
C23 4.8021 1.6450 -5.2729
O8 3.9449 2.4448 -5.0487
O9 5.4603 0.9411 -4.3300
H40 7.4253 -1.5491 -3.9133
H41 8.3486 -0.3224 -4.7754
H42 7.5019 0.0862 -3.2790
H43 5.5163 -0.9607 -5.0834
H44 6.5073 -0.1793 -7.1676
H45 7.2977 1.1839 -6.3266
C24 6.0378 1.2617 3.0604
C25 6.9816 0.3827 2.2662
C26 8.4535 0.7496 2.2703
O10 8.8908 0.2524 0.9990
C27 7.8319 0.2591 0.1598
O11 7.8872 0.0899 -1.0154
O12 6.6927 0.4940 0.8511
H46 5.4358 0.6967 3.7665
H47 6.5766 2.0308 3.6176
H48 5.3580 1.7549 2.3683
H49 6.8648 -0.6713 2.5283
H50 9.0342 0.2910 3.0646
H51 8.5914 1.8339 2.2820
C28 0.7109 11.3116 -4.7438
C29 1.0304 10.0216 -4.0142
C30 0.1944 8.8081 -4.3770
O13 0.2349 8.0427 -3.1634
C31 0.4206 8.9040 -2.1385
O14 0.3163 8.5991 -0.9908
O15 0.7308 10.1253 -2.5974
H52 1.5926 11.7234 -5.2284
H53 -0.0509 11.1554 -5.5076
H54 0.3386 12.0492 -4.0353
H55 2.0912 9.7718 -4.0829
H56 0.5878 8.2160 -5.1978
H57 -0.8433 9.0852 -4.5762
C32 -5.0781 -0.2654 4.1837
C33 -5.4197 -1.5626 4.8927
C34 -4.3449 -2.6340 4.8736
O16 -5.1092 -3.8340 4.9748
C35 -6.3410 -3.5902 4.4489
O17 -7.1565 -4.4197 4.2278
O18 -6.4912 -2.2619 4.2305
H58 -5.2104 0.5959 4.8365
H59 -4.0459 -0.2693 3.8320
H60 -5.7288 -0.1396 3.3199
H61 -5.7519 -1.3856 5.9190
H62 -3.6384 -2.5795 5.6983
H63 -3.8124 -2.6327 3.9176
C36 -7.0256 -6.0044 -3.2567
C37 -6.1026 -5.5852 -2.1311
C38 -6.0456 -6.5126 -0.9326
O19 -5.6974 -5.6161 0.1323
C39 -6.1550 -4.3865 -0.2019
O20 -6.1749 -3.4537 0.5382
O21 -6.5566 -4.3660 -1.4865
H64 -6.4912 -6.0562 -4.2033
H65 -7.4695 -6.9831 -3.0789
H66 -7.8348 -5.2855 -3.3632
H67 -5.0904 -5.3793 -2.4883
H68 -5.3016 -7.3003 -1.0054
H69 -7.0270 -6.9413 -0.7181
C40 -12.3905 -5.3000 -7.1586
C41 -11.8615 -5.8055 -5.8301
C42 -10.9443 -4.8709 -5.0646
O22 -10.1405 -5.7864 -4.3113
C43 -10.0899 -6.9552 -4.9990
O23 -9.3573 -7.8545 -4.7398
O24 -10.9797 -6.9394 -6.0103
H70 -13.4765 -5.3383 -7.1957
H71 -12.0838 -4.2696 -7.3402
H72 -12.0022 -5.9198 -7.9648
H73 -12.6696 -6.1438 -5.1779
H74 -11.4541 -4.1904 -4.3888
H75 -10.2940 -4.3115 -5.7420
C44 3.6301 -7.9350 2.3483
C45 2.1893 -7.4883 2.1973
C46 1.8871 -6.5452 1.0460
O25 0.7468 -5.8319 1.5478
C47 0.8102 -5.8302 2.8965
O26 0.1006 -5.1532 3.5763
O27 1.7693 -6.6637 3.3238
H76 3.7105 -9.0189 2.3622
H77 4.2465 -7.5625 1.5300
H78 4.0358 -7.5551 3.2843
H79 1.5043 -8.3373 2.1705
H80 1.6329 -7.0272 0.1073
H81 2.7019 -5.8337 0.8917
C48 -0.2137 -2.0751 5.5172
C49 1.1156 -1.7465 4.8770
C50 2.2740 -2.6300 5.2900
O28 3.4026 -1.7608 5.0870
C51 2.9785 -0.4978 5.2310
O29 3.7153 0.4447 5.2996
O30 1.6357 -0.4372 5.2731
H82 -0.9627 -2.2749 4.7539
H83 -0.1293 -2.9746 6.1263
H84 -0.5712 -1.2625 6.1477
H85 1.0385 -1.7228 3.7877
H86 2.3864 -3.5289 4.6926
H87 2.2233 -2.8864 6.3497

Values from the calculation:
Maximum force ... 0.440 eV Å⁻¹
Net charge ... +1
Orbital gap ... 9.5865 eV
HOMO energy ... -11.6 eV

Löwdin atomic charge list, values in e, 8 entries: 0.035, -0.497, 0.134, -0.018, -0.150, -0.033, -0.063, -0.113

Question: Which of these has the lowest orbital gap?
Answer: C51H83BN11OP2Si2Sr